1.
Below is 15 unconnected molecules or ions with the total composition C76H184B2F8N9O21, with properties calculated with wB97M-V/def2-TZVPD.

Geometry (Å):
C1 -4.109 -2.460 -6.450
C2 -3.029 -3.472 -6.314
N1 -2.391 -3.945 -7.590
C3 -1.160 -4.712 -7.304
C4 -3.279 -4.754 -8.435
C5 -3.777 -6.013 -7.816
C6 -1.965 -2.712 -8.312
C7 -1.561 -2.953 -9.756
O1 -0.562 -3.878 -9.920
C8 0.737 -3.376 -9.610
H1 -3.848 -1.460 -6.662
H2 -4.565 -2.323 -5.469
H3 -4.943 -2.748 -7.107
H4 -3.402 -4.277 -5.722
H5 -2.186 -3.109 -5.753
H6 -0.476 -3.953 -6.950
H7 -0.842 -5.252 -8.162
H8 -1.447 -5.350 -6.468
H9 -2.725 -4.981 -9.350
H10 -4.167 -4.128 -8.580
H11 -3.056 -6.809 -7.737
H12 -4.586 -6.459 -8.377
H13 -4.262 -5.938 -6.847
H14 -1.257 -2.224 -7.642
H15 -2.775 -1.982 -8.389
H16 -1.212 -1.969 -10.052
H17 -2.378 -3.153 -10.447
H18 1.391 -4.225 -9.729
H19 0.830 -2.955 -8.624
H20 1.114 -2.689 -10.348
C9 -5.439 -7.111 0.985
C10 -5.581 -5.838 0.140
N2 -6.750 -5.006 0.469
C11 -6.622 -3.748 -0.278
C12 -8.024 -5.624 0.189
C13 -8.426 -5.789 -1.244
C14 -6.732 -4.581 1.912
C15 -5.348 -4.202 2.455
O2 -4.757 -3.126 1.734
C16 -3.439 -2.766 2.191
H21 -5.678 -6.953 2.044
H22 -4.439 -7.494 0.883
H23 -6.101 -7.904 0.583
H24 -5.483 -5.958 -0.935
H25 -4.732 -5.185 0.419
H26 -6.895 -3.888 -1.310
H27 -5.613 -3.311 -0.250
H28 -7.316 -2.985 0.129
H29 -8.741 -4.895 0.596
H30 -8.129 -6.568 0.754
H31 -9.141 -6.601 -1.352
H32 -7.649 -6.055 -1.962
H33 -8.959 -4.936 -1.654
H34 -7.211 -5.320 2.576
H35 -7.363 -3.714 1.942
H36 -4.712 -5.099 2.553
H37 -5.487 -3.846 3.491
H38 -2.737 -3.602 2.205
H39 -3.479 -2.329 3.185
H40 -3.059 -2.030 1.509
C17 -1.421 -5.999 0.146
C18 -0.882 -5.710 -1.247
N3 -0.105 -6.780 -1.922
C19 -1.005 -7.617 -2.668
C20 0.894 -6.157 -2.823
C21 0.380 -5.073 -3.771
C22 0.595 -7.666 -0.898
C23 1.656 -8.641 -1.354
O3 1.338 -9.559 -2.360
C24 0.513 -10.638 -1.965
H41 -0.591 -5.864 0.830
H42 -1.921 -6.959 0.201
H43 -2.201 -5.283 0.296
H44 -0.213 -4.825 -1.227
H45 -1.754 -5.578 -1.859
H46 -0.489 -8.350 -3.292
H47 -1.621 -7.019 -3.353
H48 -1.660 -8.115 -1.955
H49 1.504 -6.915 -3.323
H50 1.641 -5.646 -2.176
H51 0.046 -4.229 -3.197
H52 -0.472 -5.427 -4.342
H53 1.190 -4.795 -4.467
H54 -0.221 -8.205 -0.374
H55 0.967 -6.941 -0.170
H56 1.855 -9.186 -0.446
H57 2.587 -8.168 -1.669
H58 0.632 -11.368 -2.728
H59 -0.530 -10.400 -1.876
H60 0.919 -11.108 -1.006
C25 -8.263 1.765 3.455
C26 -7.481 0.911 2.468
N4 -5.994 0.725 2.792
C27 -5.342 0.332 1.464
C28 -5.345 1.995 3.341
C29 -5.517 3.134 2.431
C30 -5.783 -0.402 3.707
C31 -6.544 -0.518 5.061
O4 -6.411 0.698 5.756
C32 -6.508 0.716 7.201
H61 -9.321 1.710 3.131
H62 -8.061 2.803 3.598
H63 -8.351 1.241 4.404
H64 -7.501 1.413 1.482
H65 -8.010 -0.014 2.367
H66 -5.761 -0.617 1.157
H67 -4.284 0.243 1.722
H68 -5.510 1.056 0.673
H69 -4.231 1.910 3.524
H70 -5.819 2.111 4.288
H71 -5.049 2.952 1.485
H72 -4.859 3.923 2.762
H73 -6.464 3.566 2.284
H74 -4.730 -0.347 3.948
H75 -5.959 -1.312 3.088
H76 -6.084 -1.397 5.548
H77 -7.610 -0.819 4.950
H78 -5.743 0.009 7.584
H79 -7.475 0.285 7.519
H80 -6.320 1.793 7.419
C33 2.198 0.370 1.190
C34 3.139 1.324 1.960
N5 2.914 2.760 1.699
C35 1.704 3.176 2.562
C36 4.139 3.552 2.072
C37 4.599 3.408 3.507
C38 2.596 2.862 0.257
C39 2.933 4.100 -0.540
O5 2.234 5.216 0.014
C40 2.218 6.311 -0.859
H81 2.676 0.159 0.241
H82 1.157 0.746 1.096
H83 2.180 -0.606 1.687
H84 4.169 1.074 1.729
H85 3.044 1.199 3.039
H86 0.750 2.718 2.311
H87 1.672 4.234 2.490
H88 1.981 2.921 3.594
H89 3.869 4.605 1.833
H90 4.966 3.145 1.455
H91 5.179 4.294 3.701
H92 5.288 2.539 3.638
H93 3.741 3.426 4.177
H94 1.515 2.726 0.222
H95 3.032 2.018 -0.242
H96 2.538 3.877 -1.559
H97 4.003 4.326 -0.614
H98 3.243 6.655 -0.999
H99 1.492 7.015 -0.492
H100 1.802 6.032 -1.846
C41 3.063 -2.507 -3.054
C42 4.077 -3.453 -2.434
N6 5.219 -2.853 -1.848
C43 4.730 -2.054 -0.719
C44 6.220 -3.915 -1.531
C45 7.548 -3.464 -1.052
C46 5.835 -1.843 -2.826
C47 6.342 -2.337 -4.157
O6 5.311 -2.280 -5.106
C48 5.337 -3.329 -6.067
H101 2.095 -3.034 -3.087
H102 3.221 -2.338 -4.094
H103 2.886 -1.588 -2.486
H104 4.461 -4.055 -3.286
H105 3.702 -4.148 -1.658
H106 4.312 -2.775 -0.014
H107 3.975 -1.431 -1.214
H108 5.481 -1.487 -0.183
H109 6.298 -4.411 -2.528
H110 5.724 -4.709 -0.944
H111 8.066 -4.198 -0.439
H112 7.483 -2.587 -0.402
H113 8.210 -3.237 -1.882
H114 6.671 -1.349 -2.300
H115 5.074 -1.054 -3.002
H116 6.716 -3.397 -4.156
H117 7.183 -1.799 -4.576
H118 5.472 -4.323 -5.569
H119 6.065 -3.221 -6.876
H120 4.350 -3.354 -6.560
C49 -2.034 -2.231 -2.844
C50 -0.672 -1.504 -2.790
N7 -0.674 -0.032 -2.424
C51 0.723 0.513 -2.526
C52 -1.535 0.753 -3.269
C53 -1.320 0.560 -4.758
C54 -1.056 0.106 -0.977
C55 -1.598 1.416 -0.544
O7 -0.568 2.380 -0.558
C56 -1.058 3.623 -0.162
H121 -2.716 -1.834 -3.611
H122 -2.612 -2.349 -1.965
H123 -1.802 -3.262 -3.253
H124 -0.311 -1.499 -3.829
H125 0.030 -1.978 -2.159
H126 1.139 0.164 -3.486
H127 1.348 0.252 -1.698
H128 0.687 1.595 -2.609
H129 -1.331 1.796 -3.041
H130 -2.565 0.549 -3.028
H131 -0.282 0.698 -5.052
H132 -1.889 1.400 -5.207
H133 -1.590 -0.413 -5.163
H134 -0.162 -0.132 -0.444
H135 -1.812 -0.633 -0.743
H136 -1.901 1.218 0.510
H137 -2.504 1.662 -1.151
H138 -0.253 4.329 0.107
H139 -1.766 3.558 0.706
H140 -1.508 4.082 -1.089
C57 5.015 0.910 6.650
C58 4.079 1.957 7.184
N8 4.713 3.031 8.002
C59 5.496 2.451 9.115
C60 5.557 3.862 7.131
C61 6.388 4.906 7.886
C62 3.644 3.851 8.662
C63 2.942 4.927 7.899
O8 2.532 4.427 6.624
C64 1.721 5.339 5.853
H141 5.715 1.226 5.860
H142 4.371 0.175 6.183
H143 5.580 0.389 7.394
H144 3.207 1.542 7.706
H145 3.662 2.466 6.317
H146 4.937 1.582 9.464
H147 5.592 3.249 9.838
H148 6.455 2.081 8.725
H149 4.915 4.288 6.387
H150 6.280 3.178 6.621
H151 5.848 5.698 8.420
H152 6.964 5.421 7.129
H153 7.142 4.541 8.627
H154 4.069 4.354 9.521
H155 2.924 3.107 9.025
H156 3.623 5.784 7.788
H157 2.084 5.209 8.496
H158 0.714 5.459 6.359
H159 1.547 4.845 4.905
H160 2.240 6.300 5.723
C65 1.900 13.987 3.744
C66 2.928 13.062 4.267
N9 4.103 12.716 3.375
C67 4.677 14.016 2.965
C68 5.192 11.967 4.047
C69 6.462 11.724 3.311
C70 3.671 11.938 2.111
C71 3.176 10.541 2.343
O9 2.107 10.527 3.211
C72 1.076 9.550 2.876
H161 1.130 13.998 4.533
H162 1.395 13.748 2.789
H163 2.276 15.033 3.706
H164 2.506 12.102 4.477
H165 3.316 13.532 5.210
H166 4.958 14.534 3.881
H167 3.928 14.602 2.422
H168 5.556 13.938 2.339
H169 4.800 10.992 4.331
H170 5.359 12.505 4.958
H171 7.149 12.582 3.274
H172 6.217 11.444 2.273
H173 7.091 10.941 3.728
H174 4.510 11.947 1.401
H175 2.842 12.543 1.750
H176 3.994 9.883 2.616
H177 2.869 10.225 1.369
H178 0.147 9.846 3.347
H179 1.299 8.534 3.214
H180 0.925 9.408 1.806
O10 5.486 1.335 -2.649
C73 4.609 1.050 -1.678
O11 5.073 0.895 -0.536
O12 3.399 0.914 -1.958
H181 4.884 1.551 -3.390
O13 -4.851 -4.485 -2.664
C74 -3.901 -5.456 -3.091
O14 -4.087 -6.533 -2.588
O15 -2.924 -5.165 -3.892
H182 -4.402 -3.672 -2.902
O16 -0.427 0.675 2.659
C75 -1.797 0.982 3.119
O17 -2.070 2.215 3.038
O18 -2.457 -0.012 3.485
H183 -0.344 -0.274 2.738
O19 1.752 -0.684 -5.708
C76 1.214 -2.057 -6.113
O20 0.028 -2.218 -5.770
O21 2.024 -2.885 -6.558
H184 2.661 -0.890 -5.454
B1 1.336 -3.282 0.261
F1 1.704 -4.411 -0.399
F2 2.075 -3.008 1.384
F3 1.448 -2.186 -0.510
F4 0.020 -3.416 0.622
B2 -5.190 -0.597 -1.689
F5 -6.439 -0.438 -1.112
F6 -4.682 0.533 -2.252
F7 -4.304 -1.180 -0.737
F8 -5.239 -1.591 -2.702

Results
net charge = +3
total energy = -161282.1581 eV
gap between HOMO and LUMO = 0.246 hartree
lowest unoccupied orbital energy = -5.17 eV

2.
Below is 2 unconnected molecules or ions with the total composition C3H5O3, with properties calculated with wB97M-V/def2-TZVPD.

Geometry (Å):
O1 -1.430 -1.807 -1.050
C1 -0.624 -0.918 -0.985
C2 0.861 -0.961 -0.705
H1 -1.020 0.093 -1.186
H2 0.840 -1.005 0.395
H3 1.365 -0.104 -1.140
H4 1.351 -1.882 -1.089
O2 0.536 0.784 1.812
C3 -0.381 1.596 1.436
O3 -1.289 1.579 0.644
H5 -0.209 2.625 1.866

Results
spin multiplicity = 2
<S²> = 0.757
relative energy (zero: lowest compared OMol25 entry of this formula, charge and spin) = 20.53 kcal/mol
total energy = -9331.3527 eV
gap between HOMO and LUMO (spin up / spin down) = 0.381 / 0.202 hartree
lowest unoccupied orbital energy (spin up / spin down) = 0.75 / -4.06 eV

3.
Below is a gas-phase ion, C5H7N2 (charge +1), with properties calculated with wB97M-V/def2-TZVPD.

Geometry (Å):
C1 -0.357 -1.353 -1.203
C2 0.475 -0.220 -1.476
C3 -0.722 -1.651 0.065
C4 -0.018 0.296 1.210
C5 0.326 0.987 -0.885
N1 -0.429 -0.829 1.100
N2 0.155 1.323 1.959
H1 -0.495 -2.102 -1.969
H2 1.346 -0.424 -2.088
H3 -1.143 -2.601 0.355
H4 1.071 1.754 -1.030
H5 -0.652 1.336 -0.583
H6 0.929 1.960 1.825
H7 -0.487 1.525 2.721

Results
spin multiplicity = 3
<S²> = 2.008
net charge = +1
relative energy (zero: lowest compared OMol25 entry of this formula, charge and spin) = 51.16 kcal/mol
total energy = -8266.2199 eV
gap between HOMO and LUMO (spin up / spin down) = 0.234 / 0.253 hartree
lowest unoccupied orbital energy (spin up / spin down) = -4.58 / -7.97 eV

4.
Below is C24H31N5O4 in the gas phase, with properties calculated with wB97M-V/def2-TZVPD.

Geometry (Å):
C1 -5.384 0.217 0.425
C2 -4.487 0.543 1.612
C3 -3.013 0.448 1.226
C4 -2.101 0.743 2.419
N1 -0.693 0.673 2.082
C5 0.081 -0.419 2.142
O1 1.266 -0.406 1.843
C6 -0.554 -1.778 2.484
N2 -0.715 -2.473 1.237
N3 -1.900 -2.536 0.616
N4 -1.783 -3.084 -0.523
C7 -0.476 -3.411 -0.721
C8 0.185 -4.020 -1.789
C9 1.540 -4.202 -1.663
C10 2.242 -3.802 -0.514
C11 1.614 -3.202 0.553
C12 0.244 -3.007 0.432
C13 -0.106 1.890 1.518
C14 1.352 2.028 2.038
O2 1.565 2.069 3.230
N5 2.275 2.257 1.085
C15 3.688 2.138 1.361
C16 4.185 0.783 0.858
O3 4.027 0.763 -0.548
C17 4.148 -0.522 -1.097
C18 -0.267 1.941 0.020
C19 -0.788 3.083 -0.583
C20 -0.968 3.145 -1.947
C21 -0.635 2.056 -2.756
O4 -0.863 2.213 -4.086
C22 -0.563 1.144 -4.952
C23 -0.105 0.915 -2.164
C24 0.077 0.868 -0.793
H1 -5.174 -0.785 0.060
H2 -5.211 0.920 -0.387
H3 -6.432 0.271 0.711
H4 -4.694 -0.157 2.424
H5 -4.708 1.549 1.975
H6 -2.809 -0.556 0.847
H7 -2.799 1.159 0.426
H8 -2.322 0.057 3.239
H9 -2.301 1.752 2.791
H10 -1.528 -1.721 2.962
H11 0.149 -2.327 3.116
H12 -0.360 -4.330 -2.665
H13 2.092 -4.668 -2.466
H14 3.307 -3.975 -0.473
H15 2.153 -2.880 1.430
H16 -0.639 2.738 1.962
H17 2.028 2.057 0.126
H18 3.829 2.219 2.439
H19 4.220 2.941 0.845
H20 5.240 0.630 1.127
H21 3.578 -0.008 1.317
H22 4.009 -0.418 -2.172
H23 5.140 -0.950 -0.899
H24 3.385 -1.199 -0.693
H25 -1.059 3.933 0.027
H26 -1.374 4.026 -2.416
H27 -1.145 0.251 -4.703
H28 0.504 0.900 -4.933
H29 -0.836 1.487 -5.948
H30 0.170 0.054 -2.753
H31 0.502 -0.025 -0.362

Results
SMILES string = CCCCN(C(=O)Cn1nnc2ccccc21)[C@@H](C(=O)NCCOC)c1ccc(OC)cc1
relative energy (zero: lowest compared OMol25 entry of this formula, charge and spin) = 47.84 kcal/mol
total energy = -41031.3242 eV
gap between HOMO and LUMO = 0.329 hartree
lowest unoccupied orbital energy = 0.44 eV

5.
Below is 2 unconnected molecules or ions with the total composition C4H11NO, with properties calculated with wB97M-V/def2-TZVPD.

Geometry (Å):
C1 -0.259 -0.974 1.693
N1 -0.557 0.008 0.892
C2 0.074 1.092 0.230
C3 1.559 0.972 0.038
C4 1.944 -0.203 -0.881
H1 0.441 -0.945 2.640
H2 -0.902 -1.879 1.804
H3 -0.457 1.188 -0.749
H4 -0.237 1.987 0.710
H5 1.764 1.876 -0.508
H6 2.112 1.126 0.921
H7 1.038 -0.828 -1.229
H8 2.540 0.215 -1.661
H9 2.527 -0.876 -0.158
O1 -4.178 -0.977 -1.355
H10 -3.711 -0.183 -1.553
H11 -3.696 -1.597 -0.835

Results
SMILES string = C=NCCC.O
relative energy (zero: lowest compared OMol25 entry of this formula, charge and spin) = 70.83 kcal/mol
total energy = -7861.4819 eV
gap between HOMO and LUMO = 0.346 hartree
lowest unoccupied orbital energy = 0.84 eV